Entry from the OMol25 dataset: C24H29LiN2O5S as an isolated structure at a distorted geometry (the ωB97M-V functional and the def2-TZVPD basis).

As for the HOMO-LUMO gap: 9.5 eV. The LUMO energy is 0.0121 hartree. For the electronic energy, the calculation gives -49619.719 eV. The calculation puts the largest force on an atom at 2.35 eV/Å. Its energy above the lowest of the compared OMol25 structures with the same formula, charge and spin is 53.73 kJ/mol. The HOMO energy comes out at -9.122 eV.

Positions of all 62 atoms, in Å:
1 Li -0.5085 1.2804 0.1051
2 C 3.2473 0.5083 2.6429
3 C 3.7305 1.3397 1.4655
4 C 3.2957 0.7748 0.0881
5 C 3.6325 -0.7159 -0.0458
6 C 3.4586 -1.1920 -1.4815
7 C 4.0994 1.5875 -0.9102
8 O 5.2707 1.3849 -1.1445
9 N 3.4291 2.6270 -1.4752
10 C 2.0456 2.8857 -1.3912
11 O 1.6136 3.8675 -1.9599
12 N 1.2879 2.0154 -0.7115
13 C 1.7965 0.9949 -0.0426
14 O 1.0086 0.2256 0.5317
15 H 3.3878 1.0586 3.5708
16 H 3.8115 -0.4182 2.7112
17 H 2.1920 0.2725 2.5264
18 H 4.8211 1.4033 1.4765
19 H 3.3387 2.3560 1.5466
20 H 2.9635 -1.2797 0.6049
21 H 4.6642 -0.8779 0.2696
22 H 2.4326 -1.0305 -1.8104
23 H 3.6940 -2.2511 -1.5649
24 H 4.1271 -0.6434 -2.1405
25 H 3.9540 3.2522 -2.0769
26 O -2.0064 0.1026 0.3413
27 S -1.6338 -0.9348 -0.6400
28 C -2.9920 -2.1519 -0.5920
29 C -3.2829 -2.8753 -1.7357
30 C -4.3012 -3.8124 -1.7094
31 C -5.0148 -4.0248 -0.5424
32 C -4.7139 -3.3013 0.6007
33 C -3.7007 -2.3599 0.5766
34 C -0.5512 -2.0867 0.2194
35 C -0.4711 -2.0675 1.5973
36 C 0.3523 -2.9792 2.2306
37 C 1.0820 -3.8917 1.4837
38 C 0.9966 -3.8925 0.1006
39 C 0.1725 -2.9859 -0.5395
40 H -2.7129 -2.7073 -2.6383
41 H -4.5388 -4.3695 -2.6032
42 H -5.8070 -4.7552 -0.5248
43 H -5.2677 -3.4688 1.5118
44 H -3.4530 -1.7848 1.4550
45 H -1.0312 -1.3284 2.1518
46 H 0.4306 -2.9784 3.3076
47 H 1.7310 -4.5990 1.9806
48 H 1.5757 -4.5908 -0.4802
49 H 0.0906 -2.9643 -1.6165
50 C -3.3981 4.2780 -0.0254
51 C -2.3070 4.8830 -0.9041
52 C -1.5035 3.6420 -1.2620
53 O -1.5095 2.8421 -0.0848
54 C -2.6374 3.1773 0.7136
55 H -4.1821 3.8473 -0.6489
56 H -3.8461 4.9946 0.6589
57 H -1.6949 5.5791 -0.3310
58 H -2.6962 5.3916 -1.7822
59 H -0.4666 3.8408 -1.5278
60 H -1.9917 3.0976 -2.0809
61 H -2.2741 3.5297 1.6854
62 H -3.2379 2.2793 0.8694

Entry from the OMol25 dataset: C24H29MnN2O3PSi as an isolated structure at a distorted geometry (the ωB97M-V functional and the def2-TZVPD basis).

As for the HOMO-LUMO gap (alpha / beta): 6.8 / 6.4 eV. The LUMO energy (alpha / beta) is -0.0330 / -0.0340 hartree. For the electronic energy, the calculation gives -82966.053 eV. The calculation puts the largest force on an atom at 2.74 eV/Å. The HOMO energy (alpha / beta) comes out at -7.688 / -7.309 eV. The spin multiplicity is 2.

Positions of all 61 atoms, in Å:
1 Mn -0.0399 -0.0647 0.5456
2 O -1.5450 -1.9668 -0.9183
3 N -0.2418 -1.8775 -0.4138
4 C 0.2416 -3.0464 -0.1039
5 C 1.5705 -3.3155 0.3506
6 C 1.9307 -4.6755 0.4346
7 C 3.1969 -5.0793 0.7830
8 C 4.1705 -4.1333 1.0872
9 C 3.8339 -2.7960 1.0602
10 C 2.5610 -2.3604 0.6938
11 P 2.2733 -0.5561 0.7389
12 C 3.4536 0.0584 -0.5098
13 C 3.8383 1.4013 -0.4769
14 C 4.6989 1.9065 -1.4312
15 C 5.1634 1.0893 -2.4507
16 C 4.7405 -0.2277 -2.5220
17 C 3.8831 -0.7389 -1.5660
18 C 3.1564 -0.1377 2.2979
19 C 4.4822 0.2791 2.3836
20 C 5.0532 0.5253 3.6209
21 C 4.3144 0.3508 4.7803
22 C 2.9930 -0.0584 4.7021
23 C 2.4184 -0.2989 3.4685
24 H -1.7755 -1.0691 -1.2477
25 H -0.4140 -3.9033 -0.2607
26 H 1.1840 -5.4179 0.1911
27 H 3.4346 -6.1312 0.8286
28 H 5.1725 -4.4378 1.3532
29 H 4.5775 -2.0604 1.3305
30 H 3.4815 2.0413 0.3209
31 H 5.0140 2.9386 -1.3786
32 H 5.8517 1.4793 -3.1855
33 H 5.0852 -0.8631 -3.3240
34 H 3.5488 -1.7643 -1.6261
35 H 5.0673 0.4135 1.4839
36 H 6.0804 0.8562 3.6833
37 H 4.7650 0.5297 5.7452
38 H 2.4113 -0.1858 5.6038
39 H 1.3822 -0.6086 3.3975
40 N 0.4471 2.2745 0.2646
41 C -0.7413 2.9684 -0.2444
42 C -1.6327 1.9697 -1.0708
43 O -2.5586 2.4039 -1.7203
44 O -1.2747 0.7582 -0.9582
45 H 0.8623 2.8049 1.0270
46 H 1.1334 2.2176 -0.4909
47 H -0.4882 3.8210 -0.8845
48 H -1.3411 3.3229 0.5964
49 C -1.2484 -1.8468 3.5626
50 Si -1.4140 -0.2348 2.4496
51 C -0.9839 1.2349 3.6827
52 C -3.3390 -0.0636 2.2290
53 H -1.1712 -1.5752 4.6115
54 H -0.3817 -2.4559 3.3174
55 H -2.1273 -2.4724 3.4424
56 H -1.1428 0.9054 4.7040
57 H -1.6446 2.0744 3.4973
58 H 0.0400 1.5942 3.6153
59 H -3.8014 0.0902 3.2014
60 H -3.7832 -0.9488 1.7821
61 H -3.5938 0.7833 1.5976

Entry from the OMol25 dataset: C24H29N2 as an isolated structure at a distorted geometry (the ωB97M-V functional and the def2-TZVPD basis).

As for the HOMO-LUMO gap: 5.6 eV. The LUMO energy is -0.1564 hartree. For the electronic energy, the calculation gives -28328.450 eV. The charge is +1. The calculation puts the largest force on an atom at 7.11 eV/Å. Its energy above the lowest of the compared OMol25 structures with the same formula, charge and spin is 423.14 kJ/mol. The HOMO energy comes out at -9.817 eV.

Positions of all 55 atoms, in Å:
1 C -3.3723 -2.4459 -1.3899
2 C -1.9526 -2.1264 -0.9301
3 N -1.7094 -0.6177 -0.8953
4 C -2.6543 -0.0112 0.1196
5 C -4.1052 -0.3273 -0.2871
6 C -4.1689 -1.1489 -1.5890
7 C -3.4671 -0.3451 -2.6916
8 C -2.0329 -0.0479 -2.2759
9 H -3.3310 -3.0027 -2.3377
10 H -3.8772 -3.0795 -0.6448
11 H -1.7625 -2.5121 0.0761
12 H -1.2019 -2.5569 -1.6019
13 H -2.4315 -0.4215 1.1100
14 H -2.4786 1.0672 0.1827
15 H -4.6122 -0.8837 0.5134
16 H -4.6672 0.6053 -0.4290
17 H -5.2069 -1.3703 -1.8748
18 H -3.4565 -0.9189 -3.6315
19 H -4.0086 0.5976 -2.8657
20 H -1.8322 1.0233 -2.2266
21 H -1.3087 -0.4878 -2.9690
22 C 0.6805 4.5420 -1.8178
23 N 0.9164 3.2901 -1.0949
24 C -0.0338 2.3641 -0.8377
25 C 0.5064 1.2922 -0.0691
26 C -0.0579 0.0156 0.1092
27 C 0.5951 -0.9501 1.0314
28 C 1.6761 -1.7720 0.5883
29 C 2.3921 -2.5823 1.4673
30 C 2.0623 -2.6369 2.8271
31 C 2.8576 -3.5120 3.7700
32 C 0.9692 -1.8864 3.2795
33 C 0.2475 -1.0714 2.4093
34 C 1.9033 1.7171 0.2053
35 C 2.9851 1.1794 0.9098
36 C 4.2405 1.8207 0.8947
37 C 4.4294 3.0193 0.1880
38 C 3.3577 3.5888 -0.5249
39 C 2.1266 2.9289 -0.4921
40 H 1.6368 4.9801 -2.1441
41 H 0.0485 4.3361 -2.6947
42 H 0.1557 5.2777 -1.1813
43 H -1.0632 2.5076 -1.1485
44 H -0.4003 -0.5017 -0.9034
45 H 2.0023 -1.7191 -0.4510
46 H 3.2273 -3.1941 1.1150
47 H 2.3964 -3.5230 4.7643
48 H 2.9189 -4.5532 3.4219
49 H 3.8898 -3.1509 3.8796
50 H 0.6941 -1.9707 4.3338
51 H -0.5919 -0.4927 2.7925
52 H 2.8642 0.2796 1.4850
53 H 5.0863 1.3808 1.4348
54 H 5.4182 3.4942 0.1917
55 H 3.5007 4.5125 -1.1009

Entry from the OMol25 dataset: an isolated molecule of C24H29N3O4 (the ωB97M-V functional and the def2-TZVPD basis).

As for the HOMO-LUMO gap: 8.8 eV. The structure (SMILES) is CCCNC(=O)[C@H]1CC(=O)N(c2ccc(OCC(=O)Nc3cccc(C)c3C)cc2)C1. The LUMO energy is 0.0205 hartree. For the electronic energy, the calculation gives -38020.988 eV. The calculation puts the largest force on an atom at 0.69 eV/Å. Its energy above the lowest of the compared OMol25 structures with the same formula, charge and spin is 36.17 kJ/mol. The HOMO energy comes out at -8.240 eV.

Positions of all 60 atoms, in Å:
1 C 2.0977 -3.8158 5.3251
2 H 1.7117 -4.3757 6.1741
3 C 1.2180 -2.6068 5.0364
4 H 1.6216 -2.0509 4.1879
5 H 1.2126 -1.9418 5.9042
6 C -0.2155 -3.0312 4.7140
7 N -1.0610 -1.8951 4.4221
8 C -1.5156 -1.6189 3.1830
9 O -1.3539 -2.3509 2.2315
10 C -2.2839 -0.2919 3.1008
11 C -1.3303 0.8938 3.2789
12 C -0.9039 1.2345 1.8547
13 O 0.0654 1.8898 1.5375
14 N -1.7932 0.6678 1.0161
15 C -1.6956 0.7352 -0.3924
16 C -1.6609 1.9669 -1.0268
17 C -1.5177 2.0453 -2.4012
18 C -1.4063 0.8811 -3.1506
19 C -1.4617 -0.3580 -2.5094
20 C -1.5981 -0.4326 -1.1425
21 H -1.6008 -1.3915 -0.6475
22 H -1.3681 -1.2484 -3.1094
23 O -1.2244 0.8314 -4.4985
24 C -1.0763 2.0250 -5.2241
25 C 0.0947 2.9614 -4.9098
26 O 0.0426 4.1105 -5.3084
27 N 1.1653 2.5234 -4.2179
28 C 1.4420 1.2641 -3.6308
29 C 1.4663 0.1297 -4.4312
30 C 1.7266 -1.1007 -3.8626
31 C 1.9817 -1.1899 -2.5061
32 C 1.9935 -0.0592 -1.7019
33 C 1.7203 1.1915 -2.2635
34 C 1.7376 2.4201 -1.4061
35 H 2.7653 2.6867 -1.1555
36 H 1.2086 2.2454 -0.4719
37 H 1.2707 3.2660 -1.9024
38 C 2.2998 -0.1800 -0.2421
39 H 3.2207 0.3506 -0.0016
40 H 1.5052 0.2607 0.3566
41 H 2.4139 -1.2231 0.0413
42 H 2.1822 -2.1548 -2.0634
43 H 1.7371 -1.9878 -4.4778
44 H 1.2728 0.2206 -5.4887
45 H 1.8381 3.2571 -4.0252
46 H -0.9614 1.7084 -6.2668
47 H -1.9850 2.6411 -5.1659
48 H -1.4812 3.0157 -2.8715
49 H -1.7259 2.8707 -0.4411
50 C -2.8289 -0.0922 1.6831
51 H -3.7692 0.4728 1.6832
52 H -2.9863 -1.0509 1.1849
53 H -1.8406 1.7618 3.7023
54 H -0.4557 0.6780 3.8913
55 H -3.0814 -0.3033 3.8470
56 H -1.1999 -1.2243 5.1616
57 H -0.2297 -3.6652 3.8252
58 H -0.6403 -3.5884 5.5555
59 H 2.1281 -4.4772 4.4629
60 H 3.1125 -3.5009 5.5536